Entry 1
C3H6S2 as an isolated structure, computed with ωB97M-V/def2-TZVPD.

Each line ends with the Löwdin charge.
Positions of all 11 atoms, in Å:
C: 0.57784 0.11780 0.17080  -0.82
C: -0.55540 -0.44186 0.98311  -0.53
C: 0.16865 -0.58711 -1.12114  -0.50
H: -0.37965 2.32499 -0.17480  -0.15
H: 1.60304 -0.24775 0.50368  0.11
H: -0.28157 -0.72436 2.02334  0.09
H: -1.43976 0.22439 0.97094  0.07
H: -0.50442 0.07525 -1.62916  0.05
H: 0.92607 -0.92279 -1.88394  0.10
S: 0.76166 1.91772 0.38740  0.73
S: -0.87647 -1.73628 -0.23023  0.83

Calculated values
Orbital gap (eV): 9.62
Charge: 0
HOMO energy (Ha): -0.3209

***

Entry 2
C3H6S2 as an isolated structure, computed with ωB97M-V/def2-TZVPD.

Each line ends with the Löwdin charge.
Positions of all 11 atoms, in Å:
C: 0.05711 0.13952 2.45249  -0.30
C: -0.67012 -1.38649 -0.26029  -0.21
C: 0.33739 -0.34135 -0.61365  -1.36
H: -0.26618 0.98609 3.06184  0.04
H: 0.43555 -0.72178 3.00555  0.03
H: -0.98219 -1.26713 0.78827  0.04
H: -0.21502 -2.38084 -0.33850  0.11
H: -1.54685 -1.33347 -0.90927  0.11
H: 1.24829 -0.35118 0.00266  0.05
S: -0.01848 0.16080 0.84957  0.94
S: 0.20473 0.75159 -1.79218  0.55

Calculated values
Orbital gap (eV): 6.92
Charge: 0
HOMO energy (Ha): -0.2741

***

Q: Which of them is the most stable? A: entry 1.

***

Entry 1
One molecule with the formula C3H6S2, computed with ωB97M-V/def2-TZVPD.

Each line ends with the Löwdin charge.
Positions of all 11 atoms, in Å:
C: -0.58596 0.33974 0.42812  -0.71
C: 0.16362 1.49410 -0.11400  -0.17
C: 0.62280 0.09164 -0.48616  -0.84
H: -1.66466 -1.65512 0.05408  -0.09
H: -0.10810 0.12535 1.49156  0.12
H: 0.74616 2.08005 0.39763  0.04
H: -0.64244 1.95948 -0.74055  0.12
H: 0.20824 -0.39370 -1.36400  0.09
H: 2.16598 -1.91002 -0.55011  0.04
S: -2.23160 -0.36557 -0.01014  0.69
S: 2.11235 -0.36936 0.11912  0.72

Calculated values
Orbital gap (eV): 8.70
Charge: 0
SMILES: S[C@@H]1C[C@H]1S
HOMO energy (Ha): -0.3155

***

Entry 2
A 2-piece molecular cluster, C3H6S2 overall, computed with ωB97M-V/def2-TZVPD.

Each line ends with the Löwdin charge.
Positions of all 11 atoms, in Å:
C: 0.45225 -2.52135 0.93126  -0.46
C: 0.29279 1.12067 -0.17300  -0.67
C: -0.71414 1.11919 -1.24739  -0.26
S: 0.48023 -0.89358 1.43687  0.62
S: 0.25068 2.41786 0.93900  0.76
H: -0.32582 -2.78159 0.36826  -0.09
H: 1.41677 -3.16667 0.95969  0.03
H: -1.27735 2.00613 -1.52758  0.06
H: -1.54270 0.28183 -1.13443  0.13
H: -0.25078 0.66073 -2.08688  0.05
H: 1.21807 1.75678 1.53420  -0.17

Calculated values
Orbital gap (alpha / beta) (eV): 7.30 / 7.30
Charge: 0
HOMO energy (alpha / beta) (Ha): -0.2907 / -0.2907

***

Q: Which of them is the most stable? A: entry 1.

***

Entry 1
A 2-piece molecular cluster, C3H7O3 overall, computed with ωB97M-V/def2-TZVPD.

Each line ends with the Löwdin charge.
Positions of all 13 atoms, in Å:
C: 0.31833 -1.62775 -1.57111  -0.05
C: 0.38672 -1.10747 -0.07633  -0.78
O: -0.75296 -1.01171 0.47187  -0.12
O: 1.50435 -0.87390 0.37313  -0.06
H: 0.57968 -2.69589 -1.57940  0.05
H: 1.10450 -1.10538 -2.10967  0.05
H: -0.71620 -1.60925 -1.90225  0.05
C: -0.07780 2.23127 0.11703  -0.19
O: -1.19042 1.66270 0.81274  -0.17
H: -1.13417 0.68915 0.63813  0.02
H: -0.27650 3.30364 0.15282  0.06
H: 0.89376 2.02785 0.57887  0.07
H: -0.02102 1.79563 -0.88115  0.07

Calculated values
Orbital gap (eV): 8.67
Charge: -1
HOMO energy (Ha): -0.1614

***

Entry 2
A 2-piece molecular cluster, C3H7O3 overall, computed with ωB97M-V/def2-TZVPD.

Each line ends with the Löwdin charge.
Positions of all 13 atoms, in Å:
O: -1.37790 -3.57277 -1.43125  -0.07
C: -0.49477 -2.94399 -0.87817  -0.62
O: -0.25285 -1.69147 -0.86939  -0.12
H: 0.28982 -3.42472 -0.24084  0.09
H: 0.16002 -0.35350 -0.80519  0.01
C: -0.28955 1.33519 -0.01294  -0.40
O: 0.22879 0.65409 -1.11530  -0.16
C: 0.74457 1.73368 1.05416  -0.11
H: -0.89883 2.20171 -0.28791  0.09
H: -1.03467 0.68840 0.48398  0.10
H: 1.29948 0.82116 1.32160  0.07
H: 1.31641 2.60686 0.74053  0.06
H: 0.30946 1.94537 2.04073  0.05

Calculated values
Orbital gap (eV): 8.64
Charge: -1
HOMO energy (Ha): -0.1690

***

Entry 3
A 2-piece molecular cluster, C3H7O3 overall, computed with ωB97M-V/def2-TZVPD.

Each line ends with the Löwdin charge.
Positions of all 13 atoms, in Å:
O: 2.78177 0.89862 -0.99049  -0.10
C: 2.48509 -0.03399 -0.23916  -0.64
O: 2.03090 0.00568 0.94857  -0.15
H: 2.60739 -1.08120 -0.63074  0.11
H: 0.65589 -0.72893 0.88291  0.03
C: -0.75840 -0.30347 -0.36279  -0.38
O: -0.18211 -1.19460 0.52595  -0.13
C: -1.82426 0.58478 0.33756  -0.11
H: -0.09358 0.42073 -0.85433  0.10
H: -1.28541 -0.78002 -1.20205  0.10
H: -2.24230 1.35675 -0.30863  0.05
H: -2.64587 -0.11580 0.57620  0.06
H: -1.52911 0.97146 1.31700  0.06

Calculated values
Orbital gap (eV): 8.78
Charge: -1
HOMO energy (Ha): -0.1693

***

Q: Which of them is the most stable? A: entry 1.

***

Entry 1
A 2-piece molecular cluster, C3H7O3 overall, computed with ωB97M-V/def2-TZVPD.

Each line ends with the Löwdin charge.
Positions of all 13 atoms, in Å:
C: -0.18442 1.69774 -1.90334  -0.06
C: -0.81481 0.65931 -0.96302  -0.75
O: -0.28008 -0.46929 -0.80081  -0.09
O: -1.94714 1.01139 -0.52345  -0.10
H: -0.44150 2.73767 -1.72633  0.05
H: -0.59791 1.46289 -2.88896  0.06
H: 0.90365 1.58405 -1.97365  0.05
C: 0.82410 -1.43727 2.05915  -0.20
O: -0.39449 -1.89191 1.48901  -0.16
H: -0.52682 -1.34418 0.68664  0.01
H: 1.49849 -1.12594 1.25550  0.07
H: 0.65486 -0.60700 2.74024  0.06
H: 1.30608 -2.27747 2.54902  0.06

Calculated values
Orbital gap (eV): 8.39
Charge: -1
HOMO energy (Ha): -0.1545

***

Entry 2
C3H7O3 as an isolated structure, computed with ωB97M-V/def2-TZVPD.

Each line ends with the Löwdin charge.
Positions of all 13 atoms, in Å:
C: -0.77871 -2.14485 0.78587  -0.36
O: -1.14169 -0.85364 0.44278  -0.38
H: 0.26571 -2.17496 1.20827  0.05
H: -1.47227 -2.62268 1.53319  0.04
H: -0.80385 -2.82234 -0.12245  0.05
O: 2.04700 2.00902 -0.12100  -0.02
C: 0.88973 1.57015 -0.18910  -0.64
O: -0.08365 2.06416 0.66505  0.03
C: 0.37193 0.69281 -1.15516  -0.09
H: 0.18298 2.99139 0.81356  0.10
H: -0.31181 -0.17429 -0.37266  0.07
H: 1.20639 0.22805 -1.69158  0.06
H: -0.37175 1.23717 -1.79677  0.09

Calculated values
Orbital gap (eV): 7.09
Charge: -1
HOMO energy (Ha): -0.1149

***

Q: Which of them is the most stable? A: entry 1.